Entry 1:
21
Properties=species:S:1:pos:R:3:forces:R:3:nbo_charge:R:1 method="wB97M-V/def2-TZVPD" homo_energy_ha=-0.2944 mol_weight_g_mol=197.8 spin_multiplicity=1 energy_ev=-42994.691 lumo_ev=-1.3
C 1.058 1.984 2.623 -0.683 -1.314 -0.124 0.52
C 2.657 2.954 1.088 -0.028 -0.685 0.051 -0.42
C 0.753 1.773 0.162 0.536 0.122 -0.452 -0.75
N 1.420 2.327 1.388 -2.261 -0.405 -3.001 -0.43
O 1.786 2.095 3.560 0.776 0.579 1.975 -0.60
Si -1.723 -2.598 -3.745 0.397 -1.239 1.192 0.85
Si 0.715 -1.778 0.408 2.328 1.142 -0.379 0.20
Si -0.341 0.247 0.569 -0.945 0.625 0.152 0.67
Cl -2.820 -0.943 -3.554 -0.644 1.047 0.087 -0.36
H 0.057 1.470 2.748 0.426 0.413 -0.514 0.13
H 3.167 2.160 0.548 0.749 0.802 -0.768 0.20
H 2.533 3.949 0.646 0.240 -0.448 -0.298 0.21
H 3.121 2.996 2.021 1.268 0.693 1.451 0.24
H 0.050 2.477 -0.274 -0.268 0.495 0.198 0.21
H 1.496 1.673 -0.686 -0.373 -0.201 1.274 0.22
H -2.278 -3.763 -3.134 -1.191 -0.751 0.410 -0.19
H -0.653 -2.587 -2.708 0.654 0.636 -0.914 -0.15
H -1.739 -3.038 -5.117 0.802 0.319 -0.744 -0.14
H 1.428 -2.537 -0.617 0.385 0.059 -0.333 -0.12
H -0.282 -2.560 0.873 -2.483 -1.998 0.793 -0.16
H 1.499 -1.649 1.673 0.316 0.110 -0.058 -0.11



Entry 2:
13
Properties=species:S:1:pos:R:3:forces:R:3:nbo_charge:R:1 method="wB97M-V/def2-TZVPD" homo_energy_ha=-0.3588 mol_weight_g_mol=72.1 spin_multiplicity=1 energy_ev=-6323.352 lumo_ev=0.9
C 1.400 0.464 -0.619 0.035 0.005 -0.161 -0.72
C 1.030 -0.888 -0.068 0.456 -0.344 -0.381 0.44
O 0.556 -1.785 -0.725 0.419 0.298 0.250 -0.54
H 0.832 0.676 -1.526 0.123 -0.054 0.106 0.24
H 1.287 1.282 0.103 -0.014 -0.310 -0.062 0.22
H 2.464 0.387 -0.867 -0.011 0.133 -0.053 0.24
H 1.331 -1.051 0.991 -0.036 -0.105 -0.166 0.11
C -1.775 0.573 0.040 -0.206 -0.018 0.079 -0.38
C -1.195 -0.299 0.848 -0.858 0.530 0.463 -0.40
H -2.667 0.333 -0.516 0.147 -0.083 -0.499 0.20
H -1.357 1.574 -0.056 -0.415 -0.051 0.195 0.19
H -0.498 0.137 1.543 0.590 -0.393 0.123 0.19
H -1.426 -1.360 0.923 -0.229 0.393 0.106 0.22